# 1
Below is C19H20IrN2O9P2 as an isolated structure at a distorted geometry, with properties calculated with wB97M-V/def2-TZVPD.

```
! wB97M-V def2-TZVPD RIJCOSX def2/J DEFGRID3
* xyz 2 2
Ir -0.51 0.42 -0.85
C -1.75 3.32 -1.54
O -1.52 2.35 -0.49
C -1.09 2.81 0.74
C -1.13 4.14 1.11
C -0.74 4.47 2.40
C -0.32 3.49 3.32
C -0.27 2.18 2.94
C -0.63 1.83 1.63
N -0.62 0.55 1.10
N -0.47 -0.43 1.95
C -0.77 -1.67 1.59
C -1.35 -2.05 0.27
O -1.71 -1.18 -0.58
C -1.54 -3.42 -0.03
C -1.27 -4.36 0.91
C -0.81 -4.04 2.24
C -0.64 -5.05 3.18
C -0.27 -4.73 4.48
C -0.06 -3.41 4.85
C -0.22 -2.39 3.91
C -0.58 -2.70 2.60
H -2.56 3.98 -1.25
H -2.03 2.75 -2.41
H -0.83 3.87 -1.72
H -1.46 4.91 0.43
H -0.78 5.51 2.71
H -0.03 3.78 4.32
H 0.08 1.40 3.61
H -1.90 -3.68 -1.01
H -1.41 -5.40 0.66
H -0.80 -6.08 2.89
H -0.16 -5.52 5.22
H 0.22 -3.17 5.86
H -0.08 -1.36 4.20
C 2.59 -0.94 -3.71
C 2.10 0.46 -3.33
O 3.02 1.43 -3.81
P 0.40 0.73 -3.94
O 0.33 2.28 -4.21
O 0.18 0.13 -5.36
O -0.59 0.19 -2.93
P 1.96 0.65 -1.52
O 3.40 0.92 -1.00
O 0.97 1.80 -1.26
O 1.29 -0.58 -0.88
H 2.70 -1.01 -4.79
H 1.90 -1.70 -3.35
H 3.56 -1.11 -3.25
H 2.58 2.27 -3.99
H -0.12 2.54 -5.04
H -0.16 -0.78 -5.43
H 3.92 1.60 -1.45
*
```

## Properties
molecular weight: 674.5 g/mol
HOMO level (spin up / spin down): -13.8476 / -14.4276 eV

# 2
Below is a 5-piece molecular cluster, C4H14O6 overall at a distorted geometry, with properties calculated with wB97M-V/def2-TZVPD.

```
! wB97M-V def2-TZVPD RIJCOSX def2/J DEFGRID3
* xyz 0 1
O -3.01 1.65 -2.06
C -1.91 1.25 -1.79
C -1.67 -0.26 -1.71
C -0.17 -0.61 -1.72
C -0.03 -2.04 -1.22
O 0.27 -2.26 -0.07
H -1.01 1.87 -1.59
H -2.08 -0.67 -0.78
H -2.27 -0.65 -2.54
H 0.25 0.05 -0.96
H 0.41 -0.56 -2.65
H 0.15 -2.80 -1.99
O 2.39 1.01 0.15
H 2.16 0.51 0.95
H 3.18 1.45 0.42
O -0.08 -1.69 2.60
H -0.72 -2.14 3.14
H -0.13 -2.04 1.69
O 0.12 2.74 -0.02
H -0.64 2.64 0.55
H 0.88 2.15 0.06
O 1.46 0.40 2.97
H 1.72 -0.51 3.00
H 0.73 0.50 3.60
*
```

## Properties
energy relative to the best compared isomer or geometry (same formula, charge and spin): 14.1 kcal per mole
SMILES: O=CCCC=O.O.O.O.O
molecular weight: 158.1 g/mol
HOMO level: -9.5064 eV

# 3
Below is a 3-piece molecular cluster, C20H30F2O2P overall, with properties calculated with wB97M-V/def2-TZVPD.

```
! wB97M-V def2-TZVPD RIJCOSX def2/J DEFGRID3
* xyz 1 1
C 1.52 1.97 3.80
O 1.60 3.08 2.95
C 2.30 2.89 1.74
C 1.45 3.33 0.54
C -0.03 2.92 0.59
C -0.38 1.70 -0.27
C 0.26 0.40 0.27
P 1.02 -0.60 -1.00
C 2.43 0.15 -1.83
C 3.55 -0.89 -2.05
O 4.29 -0.64 -3.22
H 2.45 1.38 3.80
H 0.68 1.31 3.53
H 1.36 2.33 4.81
H 3.21 3.49 1.77
H 2.63 1.85 1.64
H 1.52 4.41 0.45
H 1.90 2.92 -0.37
H -0.62 3.76 0.23
H -0.36 2.74 1.61
H -0.12 1.90 -1.31
H -1.46 1.57 -0.24
H -0.49 -0.23 0.75
H 1.03 0.60 1.01
H 1.47 -1.79 -0.42
H 0.08 -0.97 -1.96
H 2.78 1.00 -1.25
H 2.09 0.48 -2.82
H 3.11 -1.88 -2.18
H 4.20 -0.92 -1.18
H 4.41 0.29 -3.37
F -3.03 4.62 0.07
C -3.98 3.70 0.34
C -3.94 3.04 1.55
C -4.91 2.10 1.83
C -5.91 1.82 0.90
C -5.93 2.50 -0.31
C -4.96 3.45 -0.60
H -3.16 3.27 2.26
H -4.90 1.58 2.78
H -6.67 1.09 1.12
H -6.70 2.30 -1.03
H -4.96 4.00 -1.53
F 1.03 -3.76 0.38
C 0.98 -4.90 -0.38
C 0.15 -4.92 -1.48
C 0.11 -6.07 -2.25
C 0.88 -7.17 -1.90
C 1.70 -7.12 -0.78
C 1.75 -5.97 0.00
H -0.45 -4.05 -1.73
H -0.53 -6.11 -3.12
H 0.84 -8.07 -2.50
H 2.29 -7.98 -0.51
H 2.38 -5.91 0.87
*
```

## Properties
molecular weight: 371.4 g/mol
HOMO level: -11.4157 eV

# 4
Below is C33H37DyN9O2S as an isolated structure at a distorted geometry, with properties calculated with wB97M-V/def2-TZVPD.

```
! wB97M-V def2-TZVPD RIJCOSX def2/J DEFGRID3
* xyz 3 6
Dy -0.61 -0.14 -0.19
N -3.77 -2.53 -2.56
C -4.57 -1.77 -3.45
C -5.42 -2.43 -4.32
C -6.27 -1.70 -5.14
C -6.26 -0.32 -5.11
C -5.37 0.35 -4.27
C -4.53 -0.38 -3.45
S -3.39 0.47 -2.37
N -2.58 -0.79 -1.50
C -2.89 -2.05 -1.67
C -2.20 -3.04 -0.81
C -2.73 -4.31 -0.58
C -1.99 -5.25 0.13
C -0.73 -4.89 0.58
C -0.30 -3.59 0.37
N -1.01 -2.66 -0.28
H -3.86 -3.53 -2.68
H -5.44 -3.51 -4.34
H -6.94 -2.23 -5.80
H -6.94 0.24 -5.72
H -5.35 1.42 -4.25
H -3.71 -4.58 -0.93
H -2.38 -6.24 0.31
H -0.09 -5.61 1.08
H 0.68 -3.28 0.72
C -0.42 1.84 -3.18
O -0.10 1.64 -1.79
C 0.16 2.90 -1.15
C 1.00 2.69 0.11
O 0.32 1.77 1.00
C 0.72 1.99 2.36
H 0.45 2.25 -3.71
H -1.26 2.53 -3.28
H -0.69 0.87 -3.61
H -0.79 3.38 -0.91
H 0.72 3.55 -1.83
H 1.12 3.66 0.60
H 1.99 2.28 -0.15
H 0.44 2.99 2.70
H 1.80 1.87 2.48
H 0.20 1.25 2.98
C 2.22 -1.57 2.14
C 2.58 -1.16 0.76
N 1.71 -0.71 -0.15
C 2.46 -0.44 -1.28
C 3.76 -0.74 -1.04
N 3.82 -1.20 0.24
C 5.05 -1.63 0.91
N 6.00 -0.57 0.97
N 7.21 -0.69 0.36
N 7.94 0.28 0.65
C 7.28 1.14 1.48
C 7.66 2.33 2.07
C 6.72 2.98 2.85
C 5.43 2.46 3.02
C 5.04 1.27 2.45
C 5.99 0.60 1.69
H 1.16 -1.39 2.32
H 2.80 -1.00 2.87
H 2.44 -2.62 2.31
H 2.01 -0.06 -2.19
H 4.63 -0.66 -1.66
H 5.51 -2.43 0.33
H 4.80 -1.99 1.91
H 8.66 2.72 1.94
H 6.97 3.91 3.33
H 4.72 3.02 3.62
H 4.04 0.87 2.60
N -2.19 -0.51 1.74
C -2.80 0.81 1.94
C -2.77 1.73 0.89
C -3.35 2.98 1.07
C -3.97 3.30 2.26
C -4.02 2.37 3.29
C -3.43 1.12 3.13
H -1.99 -0.90 2.67
H -2.95 -1.12 1.39
H -2.35 1.45 -0.09
H -3.35 3.69 0.26
H -4.44 4.26 2.39
H -4.52 2.61 4.22
H -3.48 0.40 3.93
*
```

## Properties
energy relative to the best compared isomer or geometry (same formula, charge and spin): 6.2 kcal per mole
molecular weight: 786.3 g/mol
HOMO level (spin up / spin down): -15.0229 / -15.0228 eV